1.
{"formula": "C21H27N2RuS2Si", "method": "ωB97M-V/def2-TZVPD", "symbols": ["Ru", "C", "N", "C", "C", "N", "C", "C", "C", "C", "C", "C", "C", "S", "C", "C", "C", "C", "C", "C", "S", "H", "H", "H", "H", "H", "H", "H", "H", "H", "H", "H", "H", "H", "H", "H", "H", "H", "H", "C", "Si", "C", "C", "C", "C", "H", "H", "H", "H", "H", "H", "H", "H", "H"], "xyz": [[0.787, 0.483, 0.038], [-1.479, -1.696, 0.186], [-0.078, -1.720, -0.274], [0.737, -2.686, 0.505], [1.963, -2.103, 1.188], [1.737, -0.749, 1.694], [0.845, -0.726, 2.873], [2.983, -0.055, 2.015], [4.080, -0.739, 2.518], [5.259, -0.067, 2.804], [5.335, 1.302, 2.590], [4.231, 1.987, 2.106], [3.042, 1.321, 1.816], [1.659, 2.252, 1.210], [0.028, -1.976, -1.709], [-0.870, -2.810, -2.361], [-0.757, -3.039, -3.726], [0.273, -2.442, -4.439], [1.170, -1.612, -3.785], [1.051, -1.373, -2.419], [2.180, -0.282, -1.614], [-1.888, -2.707, 0.284], [-2.078, -1.119, -0.511], [-1.535, -1.201, 1.153], [1.099, -3.469, -0.163], [0.085, -3.172, 1.233], [2.781, -2.046, 0.474], [2.253, -2.786, 1.994], [1.377, -1.106, 3.750], [-0.027, -1.350, 2.690], [0.514, 0.293, 3.060], [4.028, -1.805, 2.697], [6.110, -0.614, 3.186], [6.253, 1.838, 2.793], [4.277, 3.055, 1.934], [-1.669, -3.285, -1.809], [-1.476, -3.676, -4.223], [0.370, -2.609, -5.503], [1.964, -1.118, -4.330], [-3.203, 4.472, -1.343], [-3.586, 2.790, -0.652], [-4.304, 2.946, 1.057], [-4.766, 1.885, -1.771], [-2.031, 1.836, -0.537], [-0.994, 1.196, -0.457], [-4.112, 5.069, -1.457], [-2.722, 4.388, -2.319], [-2.521, 5.009, -0.680], [-5.237, 3.516, 1.044], [-3.601, 3.458, 1.718], [-4.510, 1.962, 1.485], [-5.695, 2.446, -1.902], [-5.016, 0.904, -1.359], [-4.318, 1.733, -2.755]], "e_tot_ha": -2106.6544, "s_squared": 0.7582, "multiplicity": 2, "e_lumo_ev": [-0.66, -0.38]}



2.
{"formula": "C21H27N3O5S", "method": "ωB97M-V/def2-TZVPD", "symbols": ["N", "S", "O", "O", "C", "C", "C", "C", "C", "C", "C", "C", "C", "C", "O", "C", "C", "C", "H", "H", "H", "H", "H", "H", "H", "H", "H", "H", "H", "C", "N", "C", "O", "C", "N", "C", "C", "O", "C", "C", "C", "H", "H", "H", "H", "H", "H", "H", "H", "H", "H", "H", "H", "H", "H", "H", "H"], "xyz": [[2.576, 0.033, 4.923], [2.259, -1.020, 3.686], [2.656, -2.333, 4.192], [3.069, -0.522, 2.574], [0.476, -0.843, 3.418], [-0.410, -1.005, 4.486], [-1.787, -0.919, 4.273], [-2.316, -0.667, 2.994], [-3.780, -0.623, 2.773], [-4.340, -0.994, 1.537], [-5.723, -0.991, 1.345], [-6.576, -0.628, 2.388], [-6.050, -0.252, 3.633], [-6.926, 0.114, 4.755], [-8.147, 0.008, 4.698], [-4.658, -0.242, 3.807], [-1.408, -0.492, 1.934], [-0.028, -0.585, 2.139], [3.474, -0.259, 5.283], [2.642, 0.942, 4.490], [-0.027, -1.217, 5.482], [-2.440, -1.090, 5.121], [-3.709, -1.317, 0.715], [-6.139, -1.285, 0.385], [-7.653, -0.641, 2.231], [-6.480, 0.454, 5.684], [-4.258, 0.069, 4.767], [-1.767, -0.281, 0.933], [0.651, -0.468, 1.299], [2.080, 1.263, -6.974], [2.463, 1.064, -5.577], [1.638, 0.614, -4.621], [0.472, 0.344, -4.877], [2.193, 0.489, -3.182], [3.465, 1.234, -3.034], [4.706, 0.792, -3.241], [4.950, -0.666, -3.568], [5.644, 1.568, -3.192], [1.154, 0.918, -2.110], [0.114, -0.179, -1.832], [1.779, 1.253, -0.743], [1.584, 0.367, -7.353], [2.960, 1.470, -7.583], [1.385, 2.102, -7.048], [3.403, 1.308, -5.305], [2.393, -0.569, -3.019], [3.405, 2.210, -2.788], [4.619, -1.281, -2.734], [4.415, -0.941, -4.474], [6.018, -0.818, -3.719], [0.637, 1.812, -2.462], [-0.608, 0.178, -1.099], [-0.436, -0.431, -2.738], [0.604, -1.077, -1.454], [0.996, 1.519, -0.032], [2.340, 0.398, -0.362], [2.445, 2.111, -0.823]], "relative_energy_kcal_mol": 33.4, "e_tot_ha": -1755.0923, "smiles": "NS(=O)(=O)c1ccc(-c2cccc(C=O)c2)cc1.CNC(=O)[C@@H](NC(C)=O)C(C)C", "e_lumo_ev": -0.57}



3.
{"formula": "C21H27N3OS", "method": "ωB97M-V/def2-TZVPD", "symbols": ["C", "C", "C", "C", "C", "C", "C", "C", "C", "C", "C", "C", "C", "C", "C", "C", "C", "N", "S", "N", "C", "H", "H", "H", "H", "H", "H", "H", "H", "H", "H", "H", "H", "H", "H", "H", "H", "H", "H", "H", "H", "C", "C", "O", "N", "C", "H", "H", "H", "H", "H", "H", "H"], "xyz": [[-1.941, -0.200, -3.134], [-3.414, -0.599, -3.294], [-4.327, 0.633, -3.491], [-3.900, -1.523, -2.162], [-3.391, -1.211, -0.782], [-3.390, 0.030, -0.236], [-2.872, 0.337, 1.063], [-2.872, 1.774, 1.522], [-1.521, 2.245, 2.076], [-0.337, 1.878, 1.217], [0.848, 1.457, 1.805], [1.953, 1.117, 1.040], [1.880, 1.194, -0.342], [0.705, 1.618, -0.944], [-0.392, 1.956, -0.171], [-2.363, -0.650, 1.845], [-2.352, -1.969, 1.337], [-1.878, -3.053, 1.961], [-2.068, -4.279, 0.957], [-2.747, -3.547, -0.305], [-2.858, -2.255, 0.029], [-1.478, -0.019, -4.104], [-1.850, 0.723, -2.556], [-1.362, -0.955, -2.600], [-3.485, -1.192, -4.207], [-4.950, 0.810, -2.615], [-5.000, 0.483, -4.334], [-3.744, 1.535, -3.678], [-4.994, -1.520, -2.138], [-3.609, -2.546, -2.397], [-3.773, 0.850, -0.832], [-3.162, 2.410, 0.683], [-3.645, 1.913, 2.281], [-1.555, 3.332, 2.183], [-1.373, 1.843, 3.079], [0.905, 1.380, 2.884], [2.859, 0.791, 1.534], [2.737, 0.927, -0.947], [0.644, 1.676, -2.023], [-1.303, 2.270, -0.667], [-1.949, -0.449, 2.823], [5.053, -1.402, 1.381], [5.663, -0.130, 1.926], [4.990, 0.728, 2.475], [7.005, 0.030, 1.782], [7.957, -0.871, 1.164], [3.985, -1.380, 1.572], [5.219, -1.484, 0.306], [5.482, -2.278, 1.868], [7.349, 0.897, 2.164], [8.717, -1.180, 1.883], [8.454, -0.388, 0.322], [7.451, -1.758, 0.798]], "relative_energy_kcal_mol": 14.3, "e_tot_ha": -1454.1297, "e_lumo_ev": -0.20}



4.
{"formula": "C21H27N5OS", "method": "ωB97M-V/def2-TZVPD", "symbols": ["C", "C", "C", "C", "C", "C", "C", "C", "C", "C", "S", "C", "N", "N", "C", "O", "C", "N", "C", "C", "N", "C", "C", "H", "H", "H", "H", "H", "H", "H", "H", "H", "H", "H", "H", "H", "H", "H", "H", "H", "H", "H", "H", "C", "C", "C", "C", "N", "H", "H", "H", "H", "H", "H", "H"], "xyz": [[5.194, -0.328, 2.903], [3.673, 0.063, 3.036], [2.848, 0.538, 1.787], [1.302, 0.857, 2.040], [0.776, 2.232, 1.406], [-0.787, 2.387, 1.875], [-1.685, 3.191, 0.793], [-3.220, 2.700, 1.005], [-3.966, 2.284, -0.356], [-3.880, 0.721, -0.712], [-5.173, -0.301, 0.204], [-4.174, -1.739, 0.829], [-3.907, -3.017, 0.233], [-3.111, -3.615, 1.177], [-2.872, -2.763, 2.297], [-3.559, -1.513, 2.085], [3.571, 0.633, 0.375], [2.751, 1.042, -0.735], [3.475, 1.130, -1.959], [4.984, 0.763, -2.060], [5.843, 0.317, -1.009], [5.070, 0.284, 0.205], [5.838, -0.202, 1.509], [5.812, -0.708, 3.797], [3.149, -0.002, 4.055], [0.675, -0.067, 1.738], [1.162, 0.957, 3.187], [0.752, 2.266, 0.267], [1.311, 3.148, 1.866], [-1.200, 1.302, 1.874], [-0.890, 2.802, 2.937], [-1.690, 4.321, 1.056], [-1.356, 3.021, -0.290], [-3.828, 3.557, 1.476], [-3.282, 1.822, 1.736], [-3.613, 2.874, -1.268], [-5.093, 2.532, -0.229], [-2.848, 0.345, -0.397], [-4.058, 0.498, -1.832], [-2.240, -3.042, 3.211], [2.914, 1.459, -2.908], [5.468, 0.855, -3.105], [6.951, -0.487, 1.420], [-0.326, -3.643, -1.886], [-0.675, -3.447, -3.357], [-0.416, -2.022, -3.849], [-1.262, -1.039, -3.167], [-1.922, -0.271, -2.619], [-0.940, -3.007, -1.242], [-0.502, -4.680, -1.591], [0.726, -3.410, -1.699], [-1.724, -3.717, -3.518], [-0.073, -4.139, -3.955], [-0.613, -1.976, -4.925], [0.638, -1.765, -3.709]], "relative_energy_kcal_mol": 266.9, "e_tot_ha": -1563.2667, "smiles": "c1cc(CCCCCCCSc2nnco2)c2nccnc2c1.CCCC#N", "e_lumo_ev": -0.91}